DFT (ωB97M-V/def2-TZVPD) results for 6 unconnected molecules or ions with the total composition C35H27BrF11O3S.

Geometry as XYZ:
```
78
Properties=species:S:1:pos:R:3
O -5.778 0.128 -2.891
C -5.146 1.120 -2.739
O -5.601 2.349 -2.458
C -3.595 1.069 -2.763
F -3.217 -0.159 -3.234
F -3.105 2.017 -3.565
C -2.997 1.172 -1.337
F -3.889 0.611 -0.481
F -2.818 2.444 -0.988
C -1.626 0.448 -1.224
F -0.866 0.890 -2.227
F -1.042 0.730 -0.055
C -1.642 -1.114 -1.397
O -0.884 -1.707 -2.054
S -2.904 -2.281 -0.527
Br -3.245 -1.649 1.493
H -6.210 2.656 -3.149
H -4.017 -1.851 -1.168
F -0.942 -1.894 3.351
C 0.400 -1.756 3.575
C 1.006 -2.607 4.472
C 2.370 -2.463 4.688
C 3.088 -1.486 4.014
C 2.447 -0.638 3.124
C 1.085 -0.772 2.895
H 0.424 -3.357 4.990
H 2.870 -3.116 5.388
H 4.149 -1.377 4.193
H 2.999 0.135 2.609
H 0.561 -0.117 2.211
F 3.493 1.611 4.618
C 2.787 2.315 5.533
C 3.339 3.465 6.057
C 2.607 4.178 6.996
C 1.355 3.732 7.397
C 0.829 2.568 6.855
C 1.545 1.847 5.910
H 4.319 3.789 5.734
H 3.020 5.085 7.417
H 0.793 4.290 8.133
H -0.143 2.214 7.172
H 1.157 0.935 5.474
F -1.368 -5.157 -6.761
C -1.322 -3.813 -6.758
C -0.778 -3.158 -7.845
C -0.739 -1.771 -7.833
C -1.230 -1.065 -6.743
C -1.772 -1.749 -5.665
C -1.825 -3.135 -5.666
H -0.397 -3.729 -8.680
H -0.324 -1.241 -8.680
H -1.197 0.016 -6.737
H -2.158 -1.195 -4.824
H -2.251 -3.694 -4.842
F -5.491 2.071 -8.085
C -4.344 2.504 -8.654
C -4.347 2.852 -9.989
C -3.163 3.298 -10.556
C -2.005 3.385 -9.795
C -2.030 3.025 -8.455
C -3.210 2.582 -7.874
H -5.259 2.773 -10.564
H -3.146 3.580 -11.600
H -1.086 3.732 -10.246
H -1.130 3.090 -7.858
H -3.259 2.300 -6.830
F 2.952 -2.791 7.820
C 4.271 -2.603 8.059
C 4.917 -3.452 8.932
C 6.270 -3.251 9.165
C 6.946 -2.215 8.534
C 6.267 -1.374 7.664
C 4.915 -1.565 7.417
H 4.369 -4.249 9.416
H 6.798 -3.908 9.843
H 8.000 -2.063 8.723
H 6.789 -0.561 7.177
H 4.362 -0.920 6.746
```

Highest occupied orbital energy (eV): -10.69
Charge: +1
Orbital gap (hartree): 0.1781
E_LUMO (eV): -5.842